Formula: C14H28O28S7
Source: the OMol25 dataset
Level of theory: the ωB97M-V functional and the def2-TZVPD basis

```
77
Properties=species:S:1:pos:R:3:lowdin_charge:R:1
C 1.465 1.063 4.090 -0.14
C 1.800 2.334 4.894 -0.14
O 0.594 3.108 4.907 -0.18
S -0.149 2.886 3.526 0.57
O 0.544 3.616 2.519 -0.21
O -1.521 3.011 3.696 -0.18
O 0.279 1.355 3.355 -0.20
H 1.398 0.152 4.680 0.13
H 2.269 0.901 3.368 0.10
H 2.570 2.925 4.399 0.13
H 2.113 2.120 5.910 0.13
C 0.866 1.366 -0.399 -0.14
C 0.702 -0.013 0.273 -0.15
O -0.657 -0.079 0.723 -0.21
S -1.508 1.113 0.096 0.56
O -2.441 1.715 0.966 -0.19
O -1.919 0.644 -1.165 -0.20
O -0.277 2.099 0.017 -0.18
H 0.979 1.274 -1.479 0.13
H 1.728 1.889 0.009 0.12
H 1.397 -0.184 1.089 0.11
H 0.864 -0.796 -0.464 0.11
C -2.857 5.685 -0.965 -0.14
C -2.613 4.234 -1.425 -0.16
O -1.983 4.307 -2.707 -0.18
S -1.675 5.830 -3.066 0.58
O -1.934 6.069 -4.424 -0.20
O -0.437 6.199 -2.475 -0.22
O -2.876 6.416 -2.209 -0.19
H -2.021 6.061 -0.380 0.13
H -3.820 5.788 -0.479 0.13
H -3.536 3.667 -1.521 0.14
H -1.980 3.757 -0.681 0.10
C 4.163 0.213 -1.553 -0.12
C 5.647 0.387 -1.189 -0.11
O 5.755 0.144 0.233 -0.18
S 4.347 0.008 0.928 0.56
O 3.826 1.238 1.402 -0.22
O 4.411 -1.103 1.790 -0.19
O 3.561 -0.408 -0.393 -0.22
H 3.984 -0.461 -2.382 0.14
H 3.666 1.176 -1.665 0.12
H 5.966 1.416 -1.333 0.13
H 6.294 -0.326 -1.686 0.13
C -1.679 -3.203 2.662 -0.16
C -1.202 -1.782 3.065 -0.14
O -1.522 -1.649 4.467 -0.19
S -1.751 -3.081 5.092 0.57
O -2.726 -3.055 6.103 -0.20
O -0.482 -3.672 5.324 -0.21
O -2.422 -3.688 3.782 -0.18
H -0.816 -3.846 2.495 0.11
H -2.306 -3.188 1.776 0.13
H -1.714 -0.983 2.548 0.11
H -0.122 -1.727 2.944 0.12
C -3.403 -0.567 -3.985 -0.16
C -2.976 -2.030 -3.992 -0.15
O -1.740 -2.081 -4.726 -0.19
S -1.006 -0.662 -4.708 0.57
O -0.779 -0.231 -6.037 -0.21
O 0.087 -0.715 -3.815 -0.22
O -2.188 0.159 -4.055 -0.19
H -3.929 -0.389 -3.049 0.13
H -4.029 -0.294 -4.834 0.14
H -3.718 -2.715 -4.389 0.13
H -2.709 -2.341 -2.979 0.12
C 0.471 -5.743 -1.403 -0.13
C -0.365 -4.552 -1.831 -0.15
O 0.437 -3.410 -1.491 -0.19
S 1.443 -3.755 -0.297 0.58
O 1.073 -3.066 0.881 -0.21
O 2.774 -3.664 -0.774 -0.20
O 1.015 -5.277 -0.144 -0.19
H 1.303 -5.997 -2.054 0.14
H -0.182 -6.577 -1.165 0.14
H -1.328 -4.504 -1.326 0.13
H -0.492 -4.513 -2.912 0.14
```

strongest force on any atom	2.51	eV/Å
E_tot	-148142.327	eV
E_HOMO	-11.0	eV
ΔE to the lowest compared entry with this formula, charge and spin	1.1	kcal per mole